1.
Formula: H18O9
Source: the Open Molecules 2025 dataset
Level of theory: ωB97M-V/def2-TZVPD

As for the HOMO-LUMO gap: 10.3 eV. The energy relative to the best compared isomer or geometry (same formula, charge and spin) comes out at 223.5 kJ/mol. The charge is 0.

Bonds (Å) are listed after each position.
Element x y z (Å)
1 O -4.5199 -7.6832 13.4829  H2 0.957, H3 0.957
2 H -5.0225 -6.8886 13.6628  O1 0.957
3 H -4.9123 -8.0401 12.6861  O1 0.957
4 O -2.3099 -12.5913 14.5588  H5 0.957, H6 0.957
5 H -2.7794 -11.9642 14.0087  O4 0.957
6 H -1.9108 -12.0566 15.2452  O4 0.957
7 O -2.5072 -9.7989 11.1731  H8 0.957, H9 0.957
8 H -3.3350 -9.3540 10.9912  O7 0.957
9 H -2.6667 -10.2800 11.9851  O7 0.957
10 O 0.4176 -10.5012 10.0852  H11 0.957, H12 0.957
11 H -0.3442 -10.0075 10.3888  O10 0.957
12 H 0.6627 -11.0476 10.8320  O10 0.957
13 O -5.9172 -8.1747 11.0610  H14 0.957, H15 0.957
14 H -6.7429 -8.5752 10.7886  O13 0.957
15 H -5.8838 -7.3455 10.5839  O13 0.957
16 O -4.4524 -9.7484 8.5252  H17 0.957, H18 0.957
17 H -5.1643 -9.2793 8.0902  O16 0.957
18 H -4.6642 -9.6955 9.4572  O16 0.957
19 O -3.3012 -9.9143 13.9512  H20 0.957, H21 0.957
20 H -3.0055 -9.8715 14.8605  O19 0.957
21 H -3.5823 -9.0222 13.7479  O19 0.957
22 O -2.0657 -6.7773 11.0063  H23 0.957, H24 0.957
23 H -2.1113 -7.7076 11.2268  O22 0.957
24 H -1.2101 -6.6708 10.5906  O22 0.957
25 O 0.6671 -11.7274 13.1328  H26 0.957, H27 0.957
26 H -0.2427 -11.8189 12.8497  O25 0.957
27 H 0.6848 -12.1087 14.0106  O25 0.957

2.
Formula: H18O9
Source: the Open Molecules 2025 dataset
Level of theory: ωB97M-V/def2-TZVPD

As for the HOMO-LUMO gap: 11.3 eV. The energy relative to the best compared isomer or geometry (same formula, charge and spin) comes out at 305.9 kJ/mol. The charge is 0.

Bonds (Å) are listed after each position.
Element x y z (Å)
1 O -11.5643 -6.4260 5.3036  H2 0.957, H3 0.957
2 H -10.7668 -6.8607 5.6056  O1 0.957
3 H -11.3779 -5.4916 5.3957  O1 0.957
4 O -14.1460 -13.4595 4.0426  H5 0.957, H6 0.957
5 H -13.2643 -13.1185 3.8928  O4 0.957
6 H -14.1808 -14.2679 3.5312  O4 0.957
7 O -10.1866 -12.0300 -3.7914  H8 0.957, H9 0.957
8 H -10.8925 -12.6713 -3.7100  O7 0.957
9 H -10.1513 -11.6021 -2.9359  O7 0.957
10 O -9.3344 -13.6078 4.2008  H11 0.957, H12 0.957
11 H -9.4569 -13.9114 5.1003  O10 0.957
12 H -8.4058 -13.3814 4.1484  O10 0.957
13 O -8.7956 -4.2958 -2.6544  H14 0.957, H15 0.957
14 H -9.6047 -4.6669 -2.3025  O13 0.957
15 H -8.5744 -3.5868 -2.0506  O13 0.957
16 O -12.1723 -4.5656 1.0672  H17 0.957, H18 0.957
17 H -12.0026 -3.8729 1.7056  O16 0.957
18 H -12.5092 -5.2947 1.5879  O16 0.957
19 O -10.3385 -10.2067 0.6736  H20 0.957, H21 0.957
20 H -10.2428 -10.7456 1.4589  O19 0.957
21 H -10.1547 -9.3154 0.9703  O19 0.957
22 O -12.2350 -17.2333 1.3044  H23 0.957, H24 0.957
23 H -12.1799 -17.8562 2.0291  O22 0.957
24 H -11.6480 -16.5202 1.5557  O22 0.957
25 O -5.3234 -14.2161 0.8727  H26 0.957, H27 0.957
26 H -4.7085 -13.6266 0.4360  O25 0.957
27 H -6.1839 -13.9448 0.5532  O25 0.957

3.
Formula: H18O9
Source: the Open Molecules 2025 dataset
Level of theory: ωB97M-V/def2-TZVPD

As for the HOMO-LUMO gap: 10.3 eV. The energy relative to the best compared isomer or geometry (same formula, charge and spin) comes out at 425.4 kJ/mol. The charge is 0.

Bonds (Å) are listed after each position.
Element x y z (Å)
1 O -0.2538 -0.1059 0.1557  H2 0.964, H3 0.964
2 H -0.6739 0.5602 0.7114  O1 0.964
3 H 0.5875 0.2932 -0.0933  O1 0.964
4 O 2.0901 4.3335 1.7735  H5 0.964, H6 0.964
5 H 1.7364 3.4991 1.4454  O4 0.964
6 H 2.2189 4.8625 0.9781  O4 0.964
7 O -4.0298 -2.6264 -0.5374  H8 0.964, H9 0.964
8 H -3.7345 -3.4516 -0.9386  O7 0.964
9 H -3.5611 -1.9446 -1.0318  O7 0.964
10 O -2.2500 -1.9858 -3.8825  H11 0.964, H12 0.964
11 H -1.6358 -1.3632 -4.2877  O10 0.964
12 H -2.3521 -1.6612 -2.9807  O10 0.964
13 O 2.5173 -0.5872 3.2437  H14 0.964, H15 0.964
14 H 2.6996 -0.4709 4.1830  O13 0.964
15 H 3.3353 -0.3179 2.8109  O13 0.964
16 O 2.6341 -4.1773 1.4344  H17 0.964, H18 0.964
17 H 3.5306 -4.0418 1.1073  O16 0.964
18 H 2.0948 -3.5936 0.8892  O16 0.964
19 O -3.0765 1.7074 0.0021  H20 0.964, H21 0.964
20 H -3.3146 1.0255 -0.6361  O19 0.964
21 H -3.3424 2.5302 -0.4236  O19 0.964
22 O 2.6014 2.6091 0.3522  H23 0.964, H24 0.964
23 H 1.7869 2.2199 0.0146  O22 0.964
24 H 2.8172 3.2950 -0.2897  O22 0.964
25 O -0.4276 0.4078 -2.1560  H26 0.964, H27 0.964
26 H -0.4898 0.8632 -3.0032  O25 0.964
27 H -0.1455 1.0942 -1.5410  O25 0.964

4.
Formula: H18O9
Source: the Open Molecules 2025 dataset
Level of theory: ωB97M-V/def2-TZVPD

As for the HOMO-LUMO gap: 10.5 eV. The energy relative to the best compared isomer or geometry (same formula, charge and spin) comes out at 441.3 kJ/mol. The charge is 0.

Bonds (Å) are listed after each position.
Element x y z (Å)
1 O 0.0878 0.7122 0.5967  H2 0.964, H3 0.964
2 H -0.0820 0.1289 -0.1516  O1 0.964
3 H 0.4488 0.1275 1.2725  O1 0.964
4 O -2.8941 0.9681 -0.7851  H5 0.964, H6 0.964
5 H -3.3056 0.2861 -1.3279  O4 0.964
6 H -2.2045 1.3336 -1.3506  O4 0.964
7 O -0.9806 -0.1080 -2.6867  H8 0.964, H9 0.964
8 H -1.8921 -0.4206 -2.7088  O7 0.964
9 H -0.7944 0.0057 -1.7479  O7 0.964
10 O 1.5483 3.3823 0.1348  H11 0.964, H12 0.964
11 H 2.3791 3.7829 0.4148  O10 0.964
12 H 0.9074 4.0988 0.2042  O10 0.964
13 O -3.8680 1.1633 2.5101  H14 0.964, H15 0.964
14 H -3.3377 0.3672 2.6284  O13 0.964
15 H -4.4757 1.1537 3.2582  O13 0.964
16 O -3.3541 -2.4992 -0.6331  H17 0.964, H18 0.964
17 H -3.6699 -2.4508 -1.5425  O16 0.964
18 H -4.0953 -2.8782 -0.1473  O16 0.964
19 O 2.4734 -2.4812 0.0745  H20 0.964, H21 0.964
20 H 2.1369 -2.6010 -0.8207  O19 0.964
21 H 2.4364 -1.5282 0.2135  O19 0.964
22 O 3.9485 1.1091 -0.9486  H23 0.964, H24 0.964
23 H 3.6560 1.9916 -1.2027  O22 0.964
24 H 4.8892 1.1043 -1.1587  O22 0.964
25 O 3.1726 -1.9150 1.8508  H26 0.964, H27 0.964
26 H 3.2197 -2.2781 2.7424  O25 0.964
27 H 3.6500 -2.5552 1.3113  O25 0.964

5.
Formula: H18O9
Source: the Open Molecules 2025 dataset
Level of theory: ωB97M-V/def2-TZVPD

As for the HOMO-LUMO gap: 10.4 eV. The energy relative to the best compared isomer or geometry (same formula, charge and spin) comes out at 266.6 kJ/mol. The charge is 0.

Bonds (Å) are listed after each position.
Element x y z (Å)
1 O -14.4213 -0.4933 9.3850  H2 0.950, H3 0.940
2 H -14.4437 -0.4781 10.3345  O1 0.950
3 H -13.5588 -0.3401 9.0446  O1 0.940
4 O -12.3780 1.6319 7.5124  H5 0.950, H6 0.943
5 H -11.4641 1.7968 7.7144  O4 0.950
6 H -12.6494 2.3576 6.9757  O4 0.943
7 O -15.3565 2.3526 8.2982  H8 0.968, H9 0.959
8 H -14.4400 2.1415 8.5287  O7 0.968
9 H -15.2400 3.3019 8.2336  O7 0.959
10 O -16.8567 -3.0124 9.9116  H11 0.937, H12 0.966
11 H -16.3719 -2.2137 9.9786  O10 0.937
12 H -17.1003 -2.9061 8.9825  O10 0.966
13 O -14.2691 -1.2289 12.2789  H14 0.938, H15 0.974
14 H -15.1063 -0.8379 12.4387  O13 0.938
15 H -14.3810 -2.1882 12.4079  O13 0.974
16 O -15.4219 -2.2811 7.5285  H17 0.937, H18 0.948
17 H -15.1117 -1.6934 8.1883  O16 0.937
18 H -14.6869 -2.5717 7.0058  O16 0.948
19 O -14.1195 -3.4386 10.3195  H20 0.964, H21 0.937
20 H -13.2886 -3.6212 10.7729  O19 0.964
21 H -14.7750 -3.7412 10.9172  O19 0.937
22 O -11.5541 -0.8740 9.2405  H23 0.954, H24 0.927
23 H -11.0547 -0.3276 8.6388  O22 0.954
24 H -11.6209 -1.7228 8.8729  O22 0.927
25 O -16.6784 -0.2917 11.8014  H26 0.965, H27 0.968
26 H -16.3007 0.4315 11.2854  O25 0.965
27 H -17.4697 -0.4130 11.2579  O25 0.968

6.
Formula: H18O9
Source: the Open Molecules 2025 dataset
Level of theory: ωB97M-V/def2-TZVPD

As for the HOMO-LUMO gap: 10.4 eV. The energy relative to the best compared isomer or geometry (same formula, charge and spin) comes out at 525.8 kJ/mol. The charge is 0.

Bonds (Å) are listed after each position.
Element x y z (Å)
1 O -0.9591 0.1374 -0.0925  H2 0.902, H3 0.971
2 H -1.4741 -0.0575 0.6225  O1 0.902
3 H -0.3195 0.7097 0.3606  O1 0.971
4 O -1.7474 3.2601 -1.8865  H5 0.931, H6 0.968
5 H -1.8161 2.4967 -1.3583  O4 0.931
6 H -1.2454 3.0144 -2.6773  O4 0.968
7 O -1.2846 -0.5051 -1.9043  H8 0.926, H9 0.978
8 H -1.5905 0.1642 -2.4663  O7 0.926
9 H -1.6417 -1.3634 -2.2074  O7 0.978
10 O -3.0889 -0.4431 1.3881  H11 0.975, H12 0.933
11 H -3.7419 -1.0749 1.0341  O10 0.975
12 H -3.4156 0.3376 0.9964  O10 0.933
13 O 0.9404 -1.8848 2.7620  H14 1.017, H15 0.946
14 H 0.9650 -1.1432 3.4583  O13 1.017
15 H 0.6561 -1.5712 1.9162  O13 0.946
16 O 2.5230 -1.7418 0.8788  H17 0.960, H18 1.015
17 H 2.3914 -2.0145 1.7903  O16 0.960
18 H 1.7390 -1.2351 0.4812  O16 1.015
19 O 1.7557 -2.6097 -2.7890  H20 0.964, H21 1.017
20 H 1.3683 -2.4347 -1.9240  O19 0.964
21 H 2.2587 -1.7267 -2.8254  O19 1.017
22 O 1.1568 2.2578 4.0210  H23 0.952, H24 0.961
23 H 1.0656 1.5763 3.3624  O22 0.952
24 H 1.1506 1.7725 4.8500  O22 0.961
25 O 1.5737 1.4641 -2.9338  H26 0.933, H27 0.965
26 H 1.1735 0.6430 -2.7433  O25 0.933
27 H 1.6072 1.9716 -2.1139  O25 0.965

Question: Among the records above, which one has the highest energy relative to the best compared isomer or geometry (same formula, charge and spin)?
Answer: number 6